# C4H10O2

A 2-piece molecular cluster, C4H10O2 overall at a distorted geometry (ωB97M-V/def2-TZVPD, OMol25).

Geometry as XYZ:
```
16
Properties=species:S:1:pos:R:3
C 2.217 -0.242 -0.347
C 0.831 -0.736 -0.725
O -0.140 0.116 -0.131
C -1.473 -0.314 -0.322
C -1.999 1.110 1.546
O -1.210 2.066 1.109
H 2.377 0.781 -0.701
H 2.985 -0.882 -0.794
H 2.349 -0.259 0.739
H 0.685 -1.767 -0.366
H 0.705 -0.744 -1.818
H -1.606 -1.339 0.044
H -1.773 -0.205 -1.367
H -1.378 0.260 1.931
H -2.263 0.318 0.225
H -0.293 1.757 0.956
```

Computed properties:
- gap between HOMO and LUMO (eV) = 9.20
- 2S+1 = 1
- HOMO (eV) = -8.3
- ΔE to the lowest compared entry with this formula, charge and spin (eV) = 4.685
- LUMO (eV) = 0.86
- charge = 0
- E_tot (Ha) = -308.72598

The net atomic charges from Mulliken, expressed in e, are: -1.188, -0.256, -0.293, -0.657, -0.505, -0.284, 0.299, 0.381, 0.298, 0.304, 0.299, 0.405, 0.351, 0.181, 0.287, 0.378